[1]
Below is a 2-piece molecular cluster, C21H23N3O5 overall in a non-equilibrium geometry, with properties calculated with ωB97M-V/def2-TZVPD.

The geometry in XYZ format:
```
52
Properties=species:S:1:pos:R:3:forces:R:3:nbo_charge:R:1
C 0.318 -4.004 5.454 0.2 0.2 -0.4 -0.41
N -0.259 -3.969 4.112 -0.9 -0.8 0.3 -0.61
C 0.332 -3.401 3.052 0.6 1.2 0.0 0.66
O 1.430 -2.866 3.143 -0.3 -0.3 -0.3 -0.63
C -0.447 -3.438 1.717 -0.5 0.1 -0.3 -0.13
C 0.097 -2.557 0.569 0.5 0.4 0.3 -0.41
C -0.025 -1.053 0.732 -0.1 0.1 0.1 -0.08
C 1.017 -0.332 1.346 -0.9 0.8 -0.2 -0.18
C 0.902 1.055 1.536 -0.6 -0.6 -0.3 -0.30
C -0.255 1.730 1.103 -0.2 -0.8 -0.6 0.38
O -0.339 3.074 1.254 0.4 0.1 0.5 -0.71
C -1.295 1.016 0.469 0.8 -0.8 0.3 -0.33
C -1.176 -0.375 0.279 0.9 0.7 0.7 -0.20
N -1.910 -3.306 1.842 1.7 -1.1 -0.2 -0.63
C -2.658 -2.415 2.501 -1.2 1.3 0.8 0.68
C -2.065 -1.375 3.433 0.3 -0.2 -0.5 -0.72
O -3.869 -2.460 2.365 -0.4 -0.1 0.0 -0.64
H -0.318 -4.584 6.125 0.0 0.1 -0.2 0.21
H 0.415 -2.987 5.839 0.0 -0.1 0.1 0.21
H 1.311 -4.457 5.418 -0.1 0.1 0.1 0.21
H -1.173 -4.372 3.976 0.1 0.1 0.0 0.40
H -0.288 -4.460 1.371 -0.1 -0.2 0.0 0.23
H 1.149 -2.800 0.420 0.0 -0.1 0.1 0.23
H -0.418 -2.840 -0.350 -0.1 -0.2 0.1 0.21
H 1.904 -0.847 1.692 -0.1 0.0 0.0 0.24
H 1.694 1.614 2.012 0.0 0.1 0.0 0.22
H -0.782 3.470 0.493 -0.2 0.0 -0.1 0.50
H -2.179 1.538 0.135 -0.1 0.1 0.0 0.22
H -1.979 -0.926 -0.193 0.0 0.0 -0.1 0.22
H -2.460 -3.926 1.269 -0.1 0.0 0.0 0.41
H -2.021 -1.779 4.441 0.0 0.0 0.1 0.23
H -2.711 -0.499 3.426 -0.1 -0.2 0.0 0.25
H -1.073 -1.069 3.121 0.2 0.0 0.1 0.23
O -0.697 5.801 -3.250 -0.4 0.3 0.4 -0.64
C -0.152 4.709 -3.320 -0.5 1.1 -0.1 0.59
N 0.652 4.433 -4.399 0.0 -1.4 1.0 -0.56
C 1.269 3.190 -4.547 0.3 -0.1 -0.4 0.14
C 2.056 2.926 -5.670 0.3 -0.6 -0.1 -0.23
C 2.670 1.678 -5.819 -0.4 0.4 0.3 -0.19
C 2.498 0.692 -4.841 -0.3 0.1 0.4 -0.23
C 1.713 0.951 -3.713 0.5 0.1 -0.8 -0.19
C 1.093 2.198 -3.560 -0.5 0.2 0.7 -0.03
C 0.251 2.478 -2.388 -0.5 1.7 -0.4 -0.22
C -0.370 3.704 -2.265 1.2 -2.3 -0.4 0.21
O -1.193 4.000 -1.200 0.3 0.7 -1.2 -0.70
H 0.749 5.156 -5.102 -0.1 -0.1 0.3 0.43
H 2.193 3.685 -6.433 0.0 0.0 0.1 0.21
H 3.281 1.474 -6.693 -0.1 0.1 0.1 0.22
H 2.975 -0.277 -4.957 -0.1 0.1 0.0 0.22
H 1.584 0.183 -2.955 0.0 0.2 0.0 0.22
H 0.113 1.717 -1.630 0.0 0.0 0.0 0.24
H -1.551 4.901 -1.359 0.3 -0.4 0.0 0.52
```
Forces are in eV/Å.

Values from the calculation:
* E_LUMO: 0.19 eV
* electronic energy: -36859.923 eV
* largest force on an atom: 2.7 eV/Å
* Kohn-Sham gap: 8.549 eV
* relative energy (zero: lowest compared OMol25 entry of this formula, charge and spin): 1.2 kcal/mol
* charge: 0

[2]
Below is C50H28AlBr4N4O2 as an isolated structure, with properties calculated with ωB97M-V/def2-TZVPD.

The geometry in XYZ format:
```
89
Properties=species:S:1:pos:R:3:forces:R:3:lowdin_charge:R:1
Al -0.336 -0.260 -0.303 -0.3 0.1 0.4 0.24
C 5.235 -5.221 -0.832 0.0 0.0 0.0 -0.10
C 5.786 -3.949 -0.823 0.1 0.0 0.0 -0.09
C 4.969 -2.828 -0.770 0.0 0.1 -0.1 -0.04
C 3.583 -2.962 -0.730 0.0 -0.2 0.0 -0.18
C 3.041 -4.252 -0.716 0.0 0.1 0.0 -0.02
C 3.855 -5.370 -0.771 0.1 0.0 0.0 -0.08
C 2.636 -1.824 -0.761 -0.2 0.2 -0.1 -0.06
C 2.692 -0.784 0.155 0.1 -0.1 -0.1 -0.22
C 3.736 -0.620 1.138 0.1 0.0 0.1 0.00
C 3.428 0.482 1.846 0.0 -0.1 0.0 -0.01
C 2.148 0.943 1.343 0.0 0.0 0.0 -0.22
N 1.759 0.204 0.277 -0.1 0.2 -0.1 0.14
C 1.335 1.814 2.074 -0.2 -0.2 0.0 -0.05
C -0.041 1.932 1.874 0.1 -0.1 0.0 -0.18
C -0.925 2.657 2.749 -0.1 0.1 -0.1 0.02
C -2.175 2.526 2.248 0.0 0.0 0.2 0.02
C -2.055 1.796 1.019 -0.1 0.1 -0.2 -0.19
C -3.027 1.739 0.023 0.3 -0.1 -0.1 -0.04
C -4.444 2.127 0.234 0.0 0.0 0.0 -0.16
C -5.426 1.263 -0.261 -0.1 0.0 0.2 -0.06
C -6.771 1.563 -0.134 0.0 0.0 0.0 -0.08
C -7.166 2.734 0.495 -0.1 0.0 0.0 -0.10
C -6.205 3.607 0.981 0.0 0.0 0.0 -0.09
C -4.857 3.311 0.842 0.1 0.1 0.0 -0.04
C -2.679 1.351 -1.279 0.0 0.1 0.0 -0.21
N -1.539 0.702 -1.641 0.0 -0.1 -0.1 0.14
C -1.598 0.579 -3.002 0.0 -0.1 -0.1 -0.20
C -0.747 -0.200 -3.771 -0.1 0.0 0.1 -0.07
C -0.927 -0.198 -5.249 -0.1 0.0 0.1 -0.22
C -0.340 0.811 -6.007 0.0 -0.1 0.0 -0.02
C -0.503 0.841 -7.385 0.0 0.0 0.1 -0.09
C -1.262 -0.137 -8.013 0.0 0.0 -0.1 -0.10
C -1.858 -1.140 -7.262 0.0 -0.1 0.0 -0.09
C -1.691 -1.171 -5.885 0.1 0.0 0.0 -0.03
C 0.251 -0.990 -3.220 0.0 0.0 -0.1 -0.20
C 1.077 -1.891 -3.963 0.1 0.0 0.0 0.01
C 1.961 -2.429 -3.084 -0.1 0.0 0.0 0.01
C 1.709 -1.807 -1.816 0.1 -0.1 0.0 -0.21
N 0.627 -0.982 -1.902 -0.1 -0.2 0.2 0.14
C -2.770 1.227 -3.517 0.0 0.0 0.1 0.01
C -3.455 1.686 -2.443 0.0 0.0 -0.1 0.00
N -0.756 1.382 0.847 0.0 -0.2 0.0 0.15
C 1.965 2.517 3.222 0.1 0.1 0.1 -0.20
C 1.587 2.261 4.539 0.0 -0.1 0.0 -0.04
C 2.232 2.889 5.594 0.0 0.0 0.1 -0.08
C 3.270 3.778 5.356 0.0 0.0 0.0 -0.10
C 3.659 4.036 4.049 0.0 0.0 0.0 -0.09
C 3.011 3.412 2.995 -0.1 0.0 0.0 -0.04
H 5.873 -6.093 -0.897 0.0 0.0 0.0 0.09
H 6.862 -3.832 -0.870 0.0 0.0 0.0 0.10
H 5.410 -1.840 -0.803 0.0 0.0 0.0 0.11
H 1.965 -4.360 -0.664 0.0 0.0 0.0 0.13
H 3.415 -6.359 -0.773 0.0 0.0 0.0 0.10
H 4.571 -1.287 1.280 0.0 0.0 0.0 0.10
H 3.954 0.892 2.692 0.0 0.0 0.0 0.11
H -0.626 3.218 3.617 0.0 0.0 0.0 0.11
H -3.090 2.917 2.659 0.0 0.0 0.0 0.10
H -5.120 0.339 -0.730 0.0 -0.1 0.0 0.11
H -7.512 0.871 -0.516 0.0 0.0 0.0 0.10
H -8.219 2.963 0.603 0.0 0.0 0.0 0.10
H -6.508 4.523 1.473 0.0 0.0 0.0 0.10
H -4.119 4.032 1.171 0.0 0.0 0.0 0.11
H 0.247 1.571 -5.505 0.0 0.0 0.0 0.12
H -0.039 1.630 -7.964 0.0 0.0 0.0 0.10
H -1.390 -0.117 -9.088 0.0 0.0 0.0 0.10
H -2.459 -1.899 -7.747 0.0 0.0 0.0 0.10
H -2.156 -1.946 -5.287 0.0 0.0 0.0 0.13
H 1.000 -2.070 -5.024 0.0 0.0 0.0 0.11
H 2.759 -3.123 -3.289 0.0 0.0 0.0 0.11
H -3.043 1.283 -4.558 0.0 0.0 0.0 0.11
H -4.392 2.217 -2.432 0.0 0.0 0.0 0.11
H 0.811 1.531 4.742 0.0 0.0 -0.1 0.11
H 1.932 2.660 6.609 0.0 0.0 0.0 0.10
H 3.784 4.257 6.179 0.0 0.0 0.0 0.09
H 4.481 4.711 3.845 0.0 0.0 0.0 0.10
H 3.321 3.607 1.975 0.0 0.0 0.0 0.12
Br -1.223 -1.619 6.079 0.0 0.0 0.0 0.66
C -1.590 -1.678 4.224 -0.1 -0.1 0.0 -0.77
C -2.890 -1.692 3.752 0.1 0.0 0.1 -0.77
Br -4.328 -1.766 4.985 0.0 0.0 -0.1 0.65
C -3.146 -1.626 2.366 -0.1 0.0 0.1 -0.63
Br -4.921 -1.855 1.748 0.1 0.2 -0.4 0.73
C -2.112 -1.432 1.455 0.0 0.0 -0.2 -0.39
O -2.170 -1.139 0.185 0.1 0.2 0.0 -0.05
C -0.779 -1.569 1.949 0.1 0.1 0.0 -0.37
O 0.134 -1.499 1.012 0.2 0.0 0.1 -0.05
C -0.532 -1.682 3.302 0.1 0.0 0.0 -0.63
Br 1.274 -1.794 3.864 0.0 0.0 -0.1 0.77
```
Forces are in eV/Å.

Values from the calculation:
* E_LUMO: 1.23 eV
* electronic energy: -349135.220 eV
* largest force on an atom: 0.5 eV/Å
* Kohn-Sham gap: 5.538 eV
* charge: -1

[3]
Below is one molecule with the formula C12H20N4O4 in a non-equilibrium geometry, with properties calculated with ωB97M-V/def2-TZVPD.

The geometry in XYZ format:
```
40
Properties=species:S:1:pos:R:3:forces:R:3:nbo_charge:R:1
C -2.961 -2.491 -1.009 1.1 -0.2 -1.1 -0.41
N -1.782 -1.606 -1.025 -0.9 0.0 0.3 -0.60
C -1.265 -1.057 -2.120 0.0 -0.9 -0.9 0.67
O -1.621 -1.425 -3.245 -0.1 0.7 0.3 -0.67
C -0.177 0.032 -1.947 0.4 -0.3 -0.3 -0.13
C -0.723 1.444 -2.184 -0.4 -0.4 -0.8 -0.50
C -0.900 1.903 -3.649 0.1 0.0 0.1 0.67
N -1.551 1.094 -4.496 -0.2 -0.3 0.5 -0.82
O -0.497 2.988 -4.000 0.5 0.9 0.1 -0.63
N 0.397 0.017 -0.616 -0.6 0.9 -0.3 -0.61
C 1.248 -0.903 -0.198 1.2 -1.9 0.3 0.68
O 1.681 -1.816 -0.906 -0.4 1.0 0.8 -0.62
C 1.741 -0.740 1.264 -0.1 -0.8 -0.7 -0.13
C 3.148 -0.093 1.240 -0.4 0.0 0.6 -0.40
C 3.187 0.575 2.606 0.2 0.1 -0.3 -0.41
C 1.764 1.083 2.803 0.0 0.5 0.3 -0.22
N 0.901 0.093 2.163 2.3 0.2 -0.6 -0.44
C -0.380 -0.133 2.426 -2.0 -0.8 -0.3 0.68
C -1.125 0.721 3.430 1.2 0.7 0.8 -0.70
O -1.001 -1.023 1.840 0.3 -0.1 0.0 -0.67
H -3.420 -2.589 -0.037 0.3 0.2 0.4 0.21
H -2.645 -3.484 -1.375 -0.4 0.3 0.1 0.21
H -3.689 -2.064 -1.685 -0.2 -0.1 -0.3 0.21
H -1.336 -1.430 -0.165 0.4 0.3 1.3 0.43
H 0.616 -0.199 -2.681 -0.3 0.0 0.4 0.25
H -0.090 2.178 -1.694 0.1 0.0 -0.1 0.24
H -1.707 1.466 -1.738 -0.5 0.3 0.3 0.22
H -1.733 1.408 -5.429 0.1 0.1 -0.1 0.40
H -1.868 0.200 -4.165 0.0 -0.5 -0.3 0.42
H 0.103 0.700 0.064 -0.2 0.0 -0.1 0.40
H 1.842 -1.741 1.705 -0.3 0.1 -0.3 0.23
H 3.237 0.637 0.443 -0.1 0.1 -0.2 0.21
H 3.960 -0.817 1.145 -0.3 0.0 -0.2 0.24
H 3.409 -0.197 3.331 0.1 -0.1 0.4 0.21
H 3.964 1.347 2.671 -0.4 -0.1 0.1 0.23
H 1.543 1.125 3.879 -0.2 0.6 -0.5 0.22
H 1.640 2.027 2.240 0.0 0.0 0.8 0.20
H -0.716 0.479 4.445 -0.2 0.6 -0.7 0.23
H -2.174 0.484 3.476 -0.2 -0.3 -0.4 0.25
H -1.020 1.809 3.193 0.1 -0.8 0.4 0.23
```
Forces are in eV/Å.

Values from the calculation:
* E_LUMO: 0.29 eV
* electronic energy: -26921.112 eV
* largest force on an atom: 2.4 eV/Å
* Kohn-Sham gap: 9.580 eV
* relative energy (zero: lowest compared OMol25 entry of this formula, charge and spin): 0.0 kcal/mol
* charge: 0